one) DFT (ωB97M-V/def2-TZVPD) results for a molecular structure, C4H8INS.

XYZ file:
```
15
Properties=species:S:1:pos:R:3:mulliken_charge:R:1
C -1.18300 1.34142 0.08879 0.365
C -1.85678 0.34752 0.19978 -0.507
C -0.47354 2.57547 0.29801 -1.011
C 0.35350 -2.45845 -0.69704 -0.882
N 1.43631 0.03136 0.12686 -0.446
S 0.86458 -1.31258 0.75128 0.153
I 3.52543 0.23980 -0.04778 -0.021
H -0.50906 -0.75800 0.92637 0.118
H -2.42573 -0.51614 0.36544 0.453
H -0.24611 2.84031 1.28847 0.275
H 0.56193 2.35911 -0.27062 0.210
H -0.86278 3.36563 -0.28586 0.330
H 0.13192 -1.82508 -1.48732 0.341
H -0.53397 -2.97919 -0.42309 0.343
H 1.21731 -3.25119 -0.83328 0.279
```

Results
Lowest unoccupied orbital energy ... 0.16 eV
Gap between HOMO and LUMO ... 8.110 eV
Multiplicity ... 1
HOMO ... -0.2922 hartree

---

two) DFT (ωB97M-V/def2-TZVPD) results for a molecular structure, C4H8INS.

XYZ file:
```
15
Properties=species:S:1:pos:R:3:mulliken_charge:R:1
C -0.84043 -0.59316 -0.05236 -0.028
C 0.10992 -0.98682 -1.10652 0.147
C -1.97998 -1.59323 -0.04505 -1.192
C 1.93581 3.20501 0.84862 -0.262
N 1.35201 -1.32273 -1.27732 -0.619
S 0.75744 2.34356 1.54372 -0.172
I 2.58806 -1.25725 0.28467 0.031
H -1.22798 0.43271 -0.18548 0.201
H -0.57838 -1.14615 -2.03269 0.287
H -1.90664 -2.39610 -0.82181 0.330
H -1.93407 -2.06746 0.94551 0.280
H -2.89745 -1.15259 -0.14931 0.364
H -0.24516 -0.52730 0.84956 0.192
H 2.32289 3.02100 -0.18438 0.223
H 2.54396 4.04050 1.38286 0.216
```

Results
Lowest unoccupied orbital energy ... -0.54 eV
Gap between HOMO and LUMO ... 8.330 eV
Multiplicity ... 1
HOMO ... -0.3260 hartree

---

In terms of stability, two) leads; the second structure lies 2.628 eV higher.

---

one) DFT (ωB97M-V/def2-TZVPD) results for 3 unconnected molecules or ions with the total composition CH8O2S2.

XYZ file:
```
13
Properties=species:S:1:pos:R:3:mulliken_charge:R:1
C -1.79226 0.71210 -0.31399 -0.773
S -0.62152 0.12963 -1.54914 -0.093
S -0.66040 -1.91672 -1.20497 -0.188
H -2.74710 0.20500 -0.44433 0.306
H -1.94595 1.77489 -0.49921 0.310
H -1.40563 0.55278 0.67751 0.259
H -0.88242 -2.00035 0.10520 0.152
H 1.49197 -0.43134 0.72952 0.394
H 0.99306 -1.17345 2.06082 0.252
O 0.73151 -0.70534 1.26848 -0.570
H 2.31014 1.50636 0.27864 0.347
H 1.98804 0.66767 -0.95179 0.313
O 2.54055 0.67878 -0.15673 -0.708
```

Results
SMILES ... CSS.O.O
Lowest unoccupied orbital energy ... 0.50 eV
Gap between HOMO and LUMO ... 8.733 eV
Multiplicity ... 1
HOMO ... -0.3025 hartree

---

two) DFT (ωB97M-V/def2-TZVPD) results for 3 unconnected molecules or ions with the total composition CH8O2S2.

XYZ file:
```
13
Properties=species:S:1:pos:R:3:mulliken_charge:R:1
C 0.29018 0.14245 2.02938 -0.699
S 1.30014 -1.30505 1.69133 -0.047
S 2.89415 -0.35670 0.69497 -0.207
H -0.49225 -0.20613 2.69801 0.269
H -0.21643 0.53186 1.13578 0.213
H 0.86125 0.89442 2.54693 0.325
H 2.96281 -1.28768 -0.26026 0.141
H -1.97114 2.72680 -1.18548 0.313
H -2.13999 1.51374 -2.13337 0.319
O -1.49908 2.12968 -1.77208 -0.636
H -1.31217 -1.85869 -2.17422 0.288
H 0.01596 -1.19324 -1.82439 0.318
O -0.69345 -1.73147 -1.44660 -0.597
```

Results
SMILES ... CSS.O.O
Lowest unoccupied orbital energy ... 0.52 eV
Gap between HOMO and LUMO ... 8.788 eV
Multiplicity ... 1
HOMO ... -0.3040 hartree

---

In terms of stability, one) leads; the second structure lies 0.235 eV higher.

---

one) DFT (ωB97M-V/def2-TZVPD) results for a molecular structure, C16H48AlB4O8S4.

XYZ file:
```
81
Properties=species:S:1:pos:R:3:mulliken_charge:R:1
Al 15.43552 29.74106 13.00252 0.936
B 9.87660 28.26594 13.28767 -0.018
H 9.39908 28.00157 14.21843 -0.044
H 9.98679 27.36930 12.69764 -0.076
H 9.26307 28.99811 12.78591 -0.071
H 10.87358 28.56781 13.56900 -0.079
B 12.10219 32.81558 10.74293 0.003
H 13.12517 32.76898 10.40296 -0.121
H 11.52245 32.78007 9.83360 -0.128
H 11.92410 31.94063 11.34872 -0.178
H 11.96568 33.73331 11.29374 -0.138
B 12.58740 31.56929 16.36546 0.015
H 12.01289 31.96041 17.19081 -0.130
H 13.62364 31.85932 16.44494 -0.181
H 12.47579 30.49753 16.30931 -0.039
H 12.20728 31.88341 15.40574 -0.035
B 15.13545 26.53839 16.13691 0.215
H 15.05771 25.83225 16.94904 -0.202
H 15.83665 27.30744 16.42172 -0.310
H 15.46365 26.12807 15.19448 -0.251
H 14.16448 27.00446 16.07186 -0.132
C 23.87891 33.58409 13.30538 -0.551
C 24.05345 32.17887 13.95838 -0.605
C 23.41051 31.11601 12.98797 -0.676
S 22.11345 31.99818 12.03220 1.116
O 20.74313 31.64713 12.50334 -0.624
O 22.39887 31.95035 10.59345 -0.660
C 22.52036 33.65314 12.61805 -0.689
H 24.50117 33.70389 12.41851 0.268
H 24.10737 34.35434 14.04201 0.341
H 23.59994 32.18009 14.94955 0.304
H 25.08238 31.83735 14.07130 0.313
H 22.94988 30.29434 13.53639 0.372
H 24.15198 30.74365 12.28109 0.367
H 21.71241 33.97313 13.27601 0.358
H 22.55668 34.21631 11.68551 0.370
C 19.06999 23.73211 6.45885 -0.561
C 20.30322 24.49368 6.94138 -0.494
C 20.00053 26.00294 7.00731 -0.744
S 18.21621 26.36167 7.24966 1.010
O 17.69210 27.10074 6.13719 -0.615
O 17.93568 26.70276 8.64157 -0.590
C 17.84834 24.51210 6.97722 -0.811
H 19.07300 22.65071 6.59549 0.351
H 19.03475 23.78173 5.37055 0.282
H 21.17959 24.39250 6.30120 0.305
H 20.48698 24.10288 7.94218 0.283
H 20.06414 26.32451 5.96777 0.322
H 20.65018 26.72945 7.49542 0.455
H 16.84614 24.24520 6.64187 0.475
H 17.74780 24.28886 8.03937 0.335
C 17.05893 30.89307 20.43602 -0.526
C 17.77008 32.28260 20.38859 -0.685
C 19.09290 32.12340 19.54418 -0.537
S 18.99550 30.49054 18.67330 0.967
O 20.33275 29.88790 18.67085 -0.650
O 18.17242 30.66344 17.51300 -0.562
C 17.93990 29.71195 20.02759 -0.766
H 16.40222 30.87329 19.56628 0.256
H 16.46115 30.59143 21.29612 0.411
H 17.98622 32.63959 21.39554 0.335
H 17.20577 33.07817 19.90204 0.263
H 19.75614 32.08769 20.40843 0.261
H 19.43228 32.89795 18.85643 0.439
H 18.61987 29.32005 20.78400 0.332
H 17.42805 28.82212 19.66110 0.442
C 19.92685 22.75905 16.35608 -0.500
C 18.76359 22.52156 15.39254 -0.637
C 19.15611 23.16180 14.06865 -0.698
S 20.04403 24.70275 14.51623 0.961
O 19.15865 25.82058 14.33034 -0.539
O 21.34015 24.58766 13.87037 -0.645
C 20.21468 24.24458 16.37001 -0.723
H 20.79538 22.16254 16.07691 0.283
H 19.71322 22.41523 17.36812 0.320
H 17.74764 22.82983 15.63936 0.314
H 18.54172 21.47705 15.17374 0.326
H 18.43996 23.40197 13.28280 0.432
H 19.83838 22.45407 13.59779 0.316
H 19.42636 24.73710 16.93931 0.376
H 21.21365 24.56291 16.66803 0.391
```

Results
Charge ... -1
Lowest unoccupied orbital energy ... -3.80 eV
Gap between HOMO and LUMO ... 2.341 eV
Multiplicity ... 1
HOMO ... -0.2257 hartree

---

two) DFT (ωB97M-V/def2-TZVPD) results for a molecular structure, C16H48AlB4O8S4.

XYZ file:
```
81
Properties=species:S:1:pos:R:3:mulliken_charge:R:1
Al -0.80856 0.25541 -0.63284 0.669
B -3.94833 0.59147 -0.48495 1.658
H -3.43245 1.10401 -1.28207 -0.394
H -3.62309 -0.43432 -0.40617 -0.374
H -3.59930 1.03556 0.43440 -0.591
H -5.00855 0.55400 -0.68193 -0.104
B 1.41145 1.89702 -2.19442 1.721
H 2.18681 1.20689 -2.48903 -0.362
H 1.40258 2.12388 -1.13957 -0.638
H 1.60098 2.82234 -2.71605 -0.189
H 0.47565 1.49059 -2.54562 -0.705
B -2.88121 -0.75340 2.12386 0.785
H -3.30876 -1.16916 1.22465 -0.236
H -3.06844 -1.31151 3.02813 -0.175
H -1.83830 -0.49569 2.02312 -0.575
H -3.38382 0.19169 2.25961 -0.245
B 1.48883 -1.75302 0.32429 1.799
H 2.02953 -2.62310 0.66318 -0.339
H 0.80111 -1.59828 1.14119 -0.269
H 2.08988 -0.86021 0.24771 -0.485
H 0.90055 -1.91541 -0.56554 -1.017
C 0.75058 0.95942 -5.76447 -0.521
C 1.84371 -0.06842 -6.11377 -0.776
C 1.98802 -1.00913 -4.92343 -0.679
S 0.26739 -1.32073 -4.30780 0.849
O 0.11447 -1.21711 -2.88390 -0.352
O -0.37609 -2.41843 -5.05614 -0.741
C -0.31693 0.24293 -5.06422 -0.650
H 0.24506 1.48008 -6.57778 0.310
H 1.19191 1.77040 -5.18516 0.192
H 2.77615 0.36648 -6.47365 0.397
H 1.70461 -0.83889 -6.87215 0.304
H 2.41442 -0.34901 -4.16810 0.236
H 2.41456 -2.00391 -5.05220 0.531
H -0.72794 0.90041 -4.29813 0.129
H -1.24584 -0.05733 -5.54907 0.576
C -3.04505 2.62566 4.49204 -0.696
C -3.38024 4.05808 4.20795 -0.493
C -2.90651 4.10268 2.74207 -0.979
S -1.40014 3.09175 2.53156 0.972
O -0.24778 3.93857 2.58320 -0.702
O -1.61350 2.13399 1.48698 -0.497
C -1.57253 2.23740 4.12609 -0.701
H -3.75981 1.89745 4.10873 0.257
H -2.93894 2.49519 5.56900 0.390
H -2.83153 4.71839 4.87951 0.283
H -4.43250 4.30619 4.34690 0.330
H -2.75095 5.14293 2.45612 0.455
H -3.74477 3.74649 2.14327 0.352
H -0.85602 2.53457 4.89185 0.514
H -1.42819 1.17264 3.94283 0.356
C 3.88402 2.11924 3.98726 -0.479
C 4.61763 1.32658 2.98575 -0.904
C 3.70628 0.56856 1.94784 -0.762
S 2.43779 1.86190 1.64401 0.946
O 1.10307 1.41835 1.35358 -0.651
O 2.87092 3.09703 0.87007 -0.725
C 2.46590 2.29485 3.39246 -0.704
H 4.48359 3.00695 4.18869 0.256
H 3.77768 1.64309 4.96196 0.303
H 5.33329 0.63138 3.42464 0.465
H 5.28829 1.93881 2.38286 0.344
H 3.16896 -0.24005 2.44336 0.289
H 4.03559 0.17901 0.98455 0.548
H 1.64166 1.61605 3.61147 0.283
H 2.09467 3.31758 3.45825 0.393
C 0.48759 -5.36735 -0.50778 -0.781
C 0.55818 -4.63336 -1.90483 0.068
C -0.83914 -4.63758 -2.33795 -0.565
S -1.81252 -4.03561 -0.97019 0.930
O -3.16747 -4.61243 -0.96208 -0.763
O -1.69356 -2.56021 -0.96373 -0.266
C -0.63688 -4.74411 0.29808 -0.588
H 1.42208 -5.09811 -0.01553 0.318
H 0.76070 -6.38050 -0.80282 0.347
H 1.22620 -5.20486 -2.54921 0.464
H 0.86144 -3.62532 -1.62199 -0.417
H -1.28669 -5.59225 -2.61438 0.387
H -0.99773 -3.93631 -3.15718 0.084
H -1.14899 -5.41054 0.99212 0.470
H -0.26470 -3.93826 0.93068 0.127
```

Results
Charge ... -1
Lowest unoccupied orbital energy ... -1.73 eV
Gap between HOMO and LUMO ... 4.057 eV
Multiplicity ... 1
HOMO ... -0.2126 hartree

---

In terms of stability, two) leads; the second structure lies 5.133 eV higher.